Molecular formula: C36H34CoN7O2P
Method: DFT, ωB97M-V/def2-TZVPD

Properties
Energy relative to the best compared isomer or geometry (same formula, charge and spin): 22.6 kcal per mole
Net charge: +3
2S+1: 1
Highest occupied orbital energy (spin up / spin down): -16.198 / -16.199 eV
Frontier orbital gap (spin up / spin down): 6.985 / 6.973 eV

Structure (XYZ):
```
81
Properties=species:S:1:pos:R:3:forces:R:3
Co -1.115 0.120 -0.498 1.32 -0.75 -0.23
N -2.218 -1.940 3.021 -0.10 0.18 -0.04
C -1.788 -1.671 1.803 -0.07 -0.06 -0.01
N -1.939 -0.516 1.204 0.71 -0.33 0.30
C -2.617 0.513 1.866 -0.25 -0.11 0.41
N -2.843 1.633 1.261 0.50 -0.52 -0.78
N -2.316 1.521 -0.022 -1.50 0.50 0.55
C -2.590 2.424 -0.879 0.22 -0.06 -0.07
C -2.013 2.172 -2.193 -0.07 -0.06 0.17
C -2.219 2.984 -3.287 -0.04 -0.01 -0.06
C -1.699 2.595 -4.515 -0.01 0.02 -0.03
C -1.016 1.396 -4.595 -0.02 -0.01 -0.02
C -0.835 0.642 -3.447 -0.11 0.00 0.12
N -1.295 1.018 -2.249 0.22 0.48 -0.47
C -3.092 0.275 3.221 0.00 0.23 -0.22
C -3.767 1.257 3.956 0.01 0.03 0.02
C -4.205 0.974 5.230 0.01 -0.05 -0.01
C -3.984 -0.290 5.788 -0.02 0.01 0.04
C -3.326 -1.275 5.078 -0.02 0.12 -0.03
C -2.886 -0.974 3.795 0.14 -0.39 0.02
H -2.092 -2.873 3.386 -0.03 -0.02 0.07
H -1.297 -2.478 1.274 0.00 0.07 -0.01
H -3.224 3.268 -0.633 0.08 0.06 -0.01
H -2.798 3.892 -3.182 0.01 -0.01 0.01
H -1.846 3.208 -5.394 0.00 0.00 0.01
H -0.617 1.037 -5.533 0.00 -0.01 0.01
H -0.300 -0.293 -3.504 0.04 -0.03 0.01
H -3.938 2.226 3.507 -0.01 -0.01 0.01
H -4.730 1.728 5.801 0.00 -0.01 0.00
H -4.338 -0.505 6.787 0.00 0.01 -0.01
H -3.162 -2.256 5.507 0.00 0.01 -0.01
O -3.248 -1.281 -1.185 0.26 0.02 -0.04
N -1.877 -1.483 -1.366 -1.14 0.95 -0.17
C -1.546 -2.383 -2.211 0.33 0.02 0.37
C -0.194 -2.846 -2.496 -0.36 0.10 -0.13
C -0.117 -4.038 -3.215 0.09 -0.07 -0.04
C 1.110 -4.640 -3.454 -0.11 -0.04 -0.03
C 2.263 -4.059 -2.957 0.10 0.04 0.05
C 2.193 -2.867 -2.244 -0.10 -0.10 -0.02
C 0.971 -2.229 -2.031 0.67 -0.05 0.05
P 1.027 -0.667 -1.130 -1.17 -0.16 0.69
C 1.796 0.600 -2.151 0.18 -0.05 -0.28
C 1.572 1.956 -1.895 -0.04 0.02 0.05
C 2.167 2.926 -2.683 0.01 -0.03 -0.01
C 2.983 2.554 -3.746 0.01 0.03 -0.02
C 3.189 1.212 -4.027 -0.01 -0.02 0.01
C 2.592 0.235 -3.241 0.06 0.11 0.10
C 2.045 -1.000 0.302 0.34 0.11 0.00
C 1.687 -2.027 1.178 0.03 -0.02 0.02
C 2.479 -2.301 2.278 0.01 0.00 0.00
C 3.633 -1.555 2.507 0.02 -0.03 0.04
C 3.996 -0.540 1.636 -0.04 0.01 -0.01
C 3.201 -0.256 0.531 0.02 -0.05 0.05
H -3.732 -1.834 -1.819 -0.11 -0.05 -0.02
H -2.353 -2.922 -2.706 0.02 -0.08 0.04
H -1.025 -4.509 -3.571 0.01 0.00 -0.01
H 1.159 -5.566 -4.011 -0.01 0.00 0.00
H 3.223 -4.530 -3.120 -0.01 0.00 0.00
H 3.106 -2.440 -1.849 -0.01 0.02 0.01
H 0.891 2.256 -1.109 0.06 -0.04 -0.10
H 1.991 3.974 -2.478 -0.01 -0.01 0.01
H 3.451 3.310 -4.362 -0.01 0.01 0.02
H 3.816 0.922 -4.859 -0.02 -0.01 0.00
H 2.756 -0.802 -3.489 0.01 -0.04 -0.01
H 0.812 -2.638 0.981 0.08 0.00 -0.05
H 2.223 -3.111 2.948 -0.01 0.00 -0.01
H 4.262 -1.785 3.357 -0.01 0.00 0.00
H 4.909 0.015 1.804 -0.02 0.01 -0.02
H 3.499 0.523 -0.160 0.00 0.00 0.00
C 0.671 1.050 3.599 -0.01 0.07 -0.04
N 1.245 1.967 2.618 0.01 0.09 -0.02
C 2.147 3.029 3.097 -0.06 -0.14 -0.03
C 0.904 1.916 1.353 0.01 0.05 0.07
O 0.070 1.097 0.899 -0.06 0.04 -0.30
H 1.425 0.842 4.353 -0.03 -0.03 0.02
H 0.388 0.125 3.102 0.01 -0.02 -0.02
H -0.204 1.495 4.077 0.01 0.01 0.01
H 2.634 2.676 4.001 0.06 0.03 -0.01
H 1.592 3.938 3.321 -0.01 -0.01 0.04
H 2.909 3.232 2.347 -0.02 0.05 -0.01
H 1.416 2.646 0.721 -0.03 -0.02 0.02
```
Forces are in eV/Å.